(1)
Formula: C15H26N3O2
Source: the OMol25 dataset
Level of theory: wB97M-V/def2-TZVPD

Structure (XYZ):
```
46
Properties=species:S:1:pos:R:3
O 0.9831 3.0457 -1.2662
O 1.4536 -1.4098 1.3520
N -1.1400 1.4312 -0.0894
N -1.3709 4.0155 0.0006
N -0.5556 -1.0623 -0.3720
C 0.6301 -4.4470 -1.3624
C 2.5162 -1.5320 2.2720
C 1.2197 -2.4552 0.4916
C 1.6638 -4.6173 -0.4639
C 0.1570 -2.2825 -0.4144
C 0.2334 1.5609 0.4559
C -1.3907 -0.8557 0.7959
C -1.1852 -0.5697 -1.5719
C -1.9951 0.5551 0.7292
C 1.9571 -3.6280 0.4619
C -1.1671 0.9697 -1.5000
C 0.8294 2.9394 0.1328
C -0.0711 4.0684 0.6754
C -0.1231 -3.2852 -1.3298
C -2.4007 4.8305 0.6345
H -3.3201 4.7500 0.0589
H 1.8044 2.9972 0.6350
H 3.4764 -1.6481 1.7622
H 1.6136 3.7408 -1.4820
H -0.9414 -3.1632 -2.0229
H 0.8610 0.7620 0.0583
H -0.2296 3.9206 1.7460
H -2.2063 -1.5946 0.8552
H 2.3619 -2.3715 2.9553
H 0.4218 5.0404 0.5417
H 0.1901 1.4501 1.5390
H -0.2846 1.3737 -1.9933
H -0.6156 -0.8962 -2.4412
H -1.2482 4.3124 -0.9658
H 2.5219 -0.6033 2.8410
H -2.2189 -0.9345 -1.6829
H 2.2529 -5.5205 -0.4761
H -2.0569 1.3799 -1.9810
H -2.1207 5.8849 0.7030
H -2.5814 4.4553 1.6410
H 0.3997 -5.2154 -2.0829
H -2.1011 0.9771 1.7293
H -2.9819 0.5320 0.2628
H -1.4887 2.4814 -0.0685
H -0.7620 -0.9728 1.6792
H 2.7737 -3.7805 1.1483
```

* energy relative to the best compared isomer or geometry (same formula, charge and spin): 1.321 eV
* E_LUMO: -2.3 eV
* Kohn-Sham gap: 8.445 eV
* HOMO energy: -10.71 eV
* structure (SMILES): CNC[C@H](O)C[NH+]1CCN(c2ccccc2OC)CC1
* net charge: +1

=====

(2)
Formula: C15H27AsO3Ru
Source: the OMol25 dataset
Level of theory: wB97M-V/def2-TZVPD

Structure (XYZ):
```
47
Properties=species:S:1:pos:R:3
Ru 1.1524 0.6519 -0.5458
As -1.2014 -0.0401 -0.4874
O 1.2111 2.8914 -0.3793
O 1.6350 0.9324 1.5338
O 3.2154 0.3803 -0.5839
C -4.7209 -4.3235 0.7562
C 1.3947 3.8307 -1.4709
C -3.6326 -4.6184 -0.1082
C 2.9251 0.2893 1.7798
C -1.3728 -1.7150 0.6664
C -2.6463 -3.6849 -0.2796
C 4.0346 0.4260 -1.7882
C 1.4155 2.3109 1.9501
C 3.9145 0.5876 0.6729
C -4.7129 -3.1582 1.5667
C -0.6691 -0.6457 -2.2708
C -3.7271 -2.2268 1.3906
C 1.7816 3.3197 0.8769
C -2.6257 -2.5149 0.5303
C -2.8461 0.9715 -0.6628
H -1.8561 -3.8805 -0.9949
H 0.3513 2.3759 2.1749
H -3.6359 0.3223 -1.0457
H 4.2918 1.6119 0.7084
H 3.3231 0.5891 2.7501
H 2.8599 3.4554 0.7617
H 1.3556 4.2870 1.1566
H 3.3721 0.5433 -2.6468
H 0.4246 -0.8434 -2.3288
H -1.2629 -1.3379 1.6841
H 0.8138 4.7348 -1.2793
H -3.1449 1.4125 0.2873
H -5.4892 -3.0012 2.3060
H 4.7371 1.2589 -1.7508
H -2.6570 1.7701 -1.3826
H 4.7703 -0.0875 0.7431
H -3.5956 -5.5624 -0.6382
H 2.4434 4.1131 -1.5764
H 1.0336 3.3704 -2.3879
H 4.5937 -0.5041 -1.8940
H 1.9775 2.5214 2.8608
H -5.6061 -4.9541 0.7327
H -0.9369 0.1046 -3.0162
H -1.1492 -1.5908 -2.5365
H -3.7573 -1.2992 1.9496
H 2.7074 -0.7783 1.8188
H -0.4888 -2.2955 0.3975
```

* <S²>: 6.083
* E_LUMO (spin up / spin down): -16.2 / -16.2 eV
* Kohn-Sham gap (spin up / spin down): 5.969 / 5.951 eV
* HOMO energy (spin up / spin down): -22.15 / -22.15 eV
* 2S+1: 5
* net charge: +4

=====

(3)
Formula: C15H27CaN5O6
Source: the OMol25 dataset
Level of theory: wB97M-V/def2-TZVPD

Structure (XYZ):
```
54
Properties=species:S:1:pos:R:3
Ca 0.0256 0.1325 -1.3264
O -1.8073 0.3234 -3.8378
O -2.1545 -2.0877 -0.1440
O 2.2849 -1.7498 -2.6673
O -2.6008 0.2490 0.8149
O 1.5804 0.8006 -2.4135
O 1.3122 3.0801 -1.0829
N 1.2035 -1.9217 -2.0099
N -0.9981 -2.0664 -0.7420
N 0.2709 2.4786 -0.6316
N 1.2139 0.0378 0.9443
N -1.6239 1.0388 0.2731
C 0.5484 -0.5241 1.9643
C 0.8236 -0.2285 3.3001
C 2.2041 1.0100 5.0200
C -0.3377 2.9880 0.4711
C 0.1534 4.1889 1.1885
C -3.3024 0.3984 -5.0485
C -0.3937 -3.2684 -0.9637
C -2.1087 2.4859 2.2483
C 0.8505 -3.1854 -1.6529
C 1.8624 0.6561 3.6022
C -1.4098 2.1678 0.9709
C 2.5906 1.1969 2.5394
C -0.9564 -4.5718 -0.5146
C 2.2378 0.8573 1.2316
C 1.6855 -4.3830 -1.9292
H 2.7934 1.2632 0.3824
H -1.9539 -4.4187 -0.0946
H 3.1539 0.5539 5.3323
H -1.5109 2.1557 3.1137
H -2.6786 1.0101 -5.6935
H 0.8143 4.7593 0.5278
H -4.0971 -0.0207 -5.6749
H 2.6005 -4.0885 -2.4498
H 1.4229 0.6611 5.7024
H -1.0183 -5.2780 -1.3547
H -3.0740 1.9701 2.2796
H 1.9510 -4.8913 -0.9908
H -1.0337 0.2371 -4.4236
H 1.9201 1.7140 -2.2467
H -3.7706 1.0388 -4.3093
H 3.4239 1.8800 2.7021
H -2.2666 3.5666 2.3441
H 2.2733 0.1712 -2.7271
H -0.2434 -1.2316 1.7029
H 0.2232 -0.6986 4.0785
H -2.4534 -0.6761 0.3676
H -0.6900 4.8175 1.4996
H 2.3107 2.0954 5.1402
H 1.1362 -5.1073 -2.5474
H -2.7950 -0.4642 -4.6056
H -0.3105 -5.0324 0.2479
H 0.7185 3.9101 2.0926
```

* E_LUMO (spin up / spin down): -1.3 / -1.4 eV
* Kohn-Sham gap (spin up / spin down): 5.269 / 5.136 eV
* HOMO energy (spin up / spin down): -6.54 / -6.54 eV

=====

Number 1: E -901.67064 hartree. Number 2: E -3142.30250 hartree. Number 3: E -1990.35120 hartree.